Below is C24H12MoN4O9 as an isolated structure, with properties calculated with ωB97M-V/def2-TZVPD.

Output
total charge = +2
energy = -51301.9648 eV
LUMO energy (spin up / spin down) = -10.4 / -10.4 eV

Each line ends with the Löwdin charge.
Positions of all 50 atoms, in Å:
1 Mo -0.12307 -0.34870 -0.10291  1.98
2 O 3.46661 0.78313 1.06474  0.29
3 C 2.36777 0.41002 1.12826  -0.38
4 O 1.70008 -0.23284 0.02375  -0.20
5 C 1.38704 0.41501 2.26145  -0.18
6 C 1.77383 0.83930 3.52127  0.06
7 C 0.81119 0.88683 4.50326  0.09
8 C -0.50972 0.50297 4.21925  -0.11
9 C -1.52525 0.54708 5.20876  0.02
10 C -2.79870 0.16160 4.91167  -0.01
11 C -3.11143 -0.29078 3.61293  -0.01
12 C -2.16339 -0.34761 2.62667  -0.03
13 C -0.84096 0.05186 2.90727  -0.17
14 N 0.14782 0.02317 1.95644  0.03
15 H 2.79917 1.13867 3.68635  0.15
16 H 1.06168 1.22764 5.50021  0.15
17 H -1.26263 0.89159 6.20079  0.14
18 H -3.57434 0.19520 5.66425  0.13
19 H -4.12443 -0.60274 3.39287  0.13
20 H -2.43784 -0.70651 1.64568  0.10
21 O -3.74947 0.61143 -1.65010  0.25
22 C -2.79208 0.91082 -1.04148  -0.39
23 O -1.88232 -0.12382 -0.64375  -0.22
24 C -2.39143 2.22387 -0.50751  -0.04
25 C -3.33997 3.24366 -0.50756  0.12
26 C -2.98942 4.47770 -0.00189  -0.07
27 C -1.73162 4.74515 0.51073  0.13
28 C -0.79953 3.72637 0.51859  -0.02
29 C -1.09778 2.46713 -0.01774  -0.19
30 O -0.14000 1.54707 -0.18209  -0.19
31 N 0.51657 3.98924 1.11893  -0.30
32 O 1.05532 3.03908 1.67698  0.09
33 O 0.93318 5.11509 1.07200  0.18
34 N -4.00698 5.56786 0.00421  -0.33
35 O -3.63805 6.63947 0.42924  0.13
36 O -5.11172 5.26798 -0.39028  0.13
37 H -4.33713 3.07520 -0.89269  0.15
38 H -1.48844 5.72731 0.89374  0.15
39 N 0.08545 -7.35237 -0.82510  0.24
40 C -0.01340 -6.24162 -0.54817  -0.14
41 C -0.13712 -4.85853 -0.20353  -0.16
42 C -0.48003 -4.51417 1.11885  0.05
43 C -0.61000 -3.19282 1.49120  -0.01
44 C -0.38795 -2.23656 0.51080  -0.24
45 C -0.04096 -2.55899 -0.79418  -0.13
46 C 0.08937 -3.89198 -1.17656  0.05
47 H -0.63067 -5.30551 1.84130  0.15
48 H -0.86688 -2.91819 2.50519  0.13
49 H 0.13412 -1.80676 -1.61610  0.14
50 H 0.35600 -4.16182 -2.18837  0.15

Below is C24H13FN6O5S6Ta as an isolated structure in a non-equilibrium geometry, with properties calculated with ωB97M-V/def2-TZVPD.

Output
total charge = -1
energy = -113558.5825 eV
LUMO energy = 1.1 eV

Each line ends with the Löwdin charge.
Positions of all 56 atoms, in Å:
1 Ta -1.12589 -0.12309 -0.00250  1.53
2 O -1.70610 -0.08549 -2.38213  -0.22
3 N -0.74604 0.13114 -3.16761  0.00
4 N 0.40731 -0.07817 -2.68363  -0.21
5 O 0.61899 -0.52527 -1.45669  -0.24
6 C 1.55428 0.24577 -3.46698  -0.16
7 C 1.44167 0.48240 -4.83297  -0.02
8 C 2.57251 0.82474 -5.55220  -0.09
9 C 3.80474 0.92936 -4.92064  -0.10
10 C 3.90476 0.68506 -3.55968  -0.08
11 C 2.78084 0.33998 -2.82593  0.00
12 H 0.47413 0.40544 -5.30637  0.11
13 H 2.49332 1.01471 -6.61467  0.10
14 H 4.68339 1.20725 -5.48881  0.10
15 H 4.86165 0.77087 -3.06217  0.10
16 H 2.83260 0.15714 -1.76268  0.12
17 O -5.46926 2.36162 4.79320  -0.07
18 C -4.82236 1.79399 3.95328  -1.03
19 S -3.55855 0.60437 4.31575  0.96
20 C -3.09737 0.27173 2.65993  -1.14
21 C -3.75138 0.94342 1.69684  -1.13
22 S -3.46382 0.74133 -0.00539  0.61
23 S -4.98240 2.08103 2.21568  0.96
24 S -1.83641 -0.87571 2.36213  0.61
25 F -3.14868 -5.97126 -1.63469  0.04
26 C -2.71500 -4.73870 -1.27864  -0.29
27 C -1.53463 -4.26429 -1.80934  -0.02
28 C -1.11178 -2.99420 -1.44448  -0.13
29 C -1.82749 -2.18474 -0.55723  -0.33
30 C -3.01597 -2.72521 -0.04852  -0.16
31 C -3.46577 -3.99078 -0.39569  -0.02
32 H -0.96412 -4.87388 -2.49807  0.11
33 H -0.17588 -2.63299 -1.85414  0.08
34 H -3.62308 -2.14798 0.63514  0.06
35 H -4.38262 -4.39345 0.01473  0.11
36 O 1.57007 2.33596 0.90866  -0.26
37 S 0.74039 1.46842 1.68900  0.61
38 O -0.62362 1.87567 1.93151  -0.34
39 N 0.67503 -0.06498 1.08120  -0.37
40 C 1.43201 -0.94355 1.77745  -0.86
41 S 1.54716 -2.53986 1.41032  0.72
42 C 2.04882 -0.31271 2.96660  -0.23
43 C 2.89496 -0.91469 3.88381  -0.02
44 C 3.34730 -0.16216 4.95655  -0.06
45 C 2.96250 1.16633 5.11183  -0.07
46 C 2.11997 1.77504 4.19175  -0.03
47 C 1.67060 1.01326 3.13492  -0.20
48 H 3.17424 -1.95032 3.74465  0.10
49 H 4.00430 -0.61588 5.68725  0.10
50 H 3.32666 1.73809 5.95530  0.11
51 H 1.81473 2.80719 4.30520  0.12
52 N -1.14322 6.31277 -1.35841  0.09
53 C -1.04328 5.17179 -1.52779  -0.38
54 N -0.91927 3.90817 -1.82412  0.13
55 C -0.81222 2.81520 -1.25289  -0.27
56 N -0.69270 1.73013 -0.80765  -0.06

Below is C24H14CaF6IN10S5Sb as an isolated structure, with properties calculated with ωB97M-V/def2-TZVPD.

Output
total charge = -2
energy = -143578.0120 eV
LUMO energy (spin up / spin down) = 1.1 / 2.4 eV

Each line ends with the Löwdin charge.
Positions of all 62 atoms, in Å:
1 Ca -1.28207 0.06844 -0.50489  1.04
2 S -1.91744 -3.51668 -4.02153  -0.17
3 Sb -1.93151 -3.72402 -1.75658  -0.31
4 S -3.95014 -3.36755 -0.75190  -0.15
5 S -0.22814 -2.59663 -0.67325  -0.21
6 S -1.34825 -6.02959 -1.81195  -0.08
7 N -7.12104 -1.45988 2.60016  0.14
8 C -5.97821 -1.53943 2.50154  -0.18
9 C -4.54618 -1.62911 2.41336  -0.23
10 C -3.84842 -2.58575 3.14023  -0.02
11 C -2.47116 -2.61578 3.03876  -0.03
12 C -1.85684 -1.68651 2.21676  -0.16
13 N -2.52274 -0.80436 1.47280  -0.02
14 C -3.84626 -0.77351 1.56873  -0.11
15 H -4.38543 -3.28750 3.76399  0.12
16 H -1.87870 -3.33694 3.58216  0.11
17 H -0.77737 -1.65961 2.14133  0.08
18 H -4.36037 -0.03505 0.96552  0.12
19 I -5.45929 2.82279 -4.61184  0.82
20 C -4.58233 1.40536 -3.41635  -0.78
21 C -4.97729 0.09350 -3.24688  -0.14
22 N -4.12054 -0.45910 -2.38871  -0.01
23 N -3.17264 0.40759 -1.99744  -0.07
24 C -3.44941 1.55179 -2.61119  -0.23
25 H -5.78588 -0.47205 -3.67672  0.12
26 H -4.10466 -1.42962 -2.03928  -0.01
27 H -2.82678 2.41776 -2.44940  0.10
28 C 2.09298 2.28039 -4.26326  -0.13
29 N 1.83618 0.86191 -4.14936  -0.07
30 C 0.60978 0.29423 -4.27964  -0.94
31 N 0.52589 -0.97336 -3.85390  0.08
32 S -0.72097 1.09019 -4.93449  0.55
33 H 2.93953 2.46506 -4.92665  0.07
34 H 2.31062 2.72060 -3.28687  0.07
35 H 1.20251 2.74891 -4.67221  0.02
36 H 2.54090 0.32155 -3.67288  0.10
37 H 1.25704 -1.40225 -3.31010  0.08
38 H -0.34058 -1.49386 -3.94614  -0.03
39 F 6.07845 1.15067 0.48228  0.11
40 C 5.17845 0.94402 1.44584  -0.15
41 C 5.62117 0.89815 2.72973  -0.15
42 F 6.92771 1.05948 2.93737  0.11
43 C 4.76923 0.69227 3.84895  -0.05
44 C 3.40308 0.54271 3.48292  -0.15
45 C 2.96307 0.59146 2.19841  -0.15
46 F 1.66113 0.42364 1.98326  0.11
47 C 3.81610 0.79605 1.08249  -0.04
48 C 3.36336 0.83714 -0.24778  -0.15
49 C 1.99791 0.76049 -0.61636  -0.15
50 N 0.91833 0.73284 -1.01724  0.10
51 C 4.20985 0.90957 -1.38993  -0.21
52 N 4.80325 0.96294 -2.37797  0.16
53 F 2.50074 0.33481 4.43906  0.12
54 C 5.22789 0.64007 5.17596  -0.16
55 C 6.59404 0.79812 5.54778  -0.22
56 N 7.67563 0.91802 5.92890  0.15
57 C 4.37606 0.42144 6.29728  -0.22
58 N 3.75955 0.24415 7.25509  0.15
59 F -3.04020 2.29141 0.89092  -0.20
60 C -1.62408 2.28262 0.59400  -0.39
61 F -1.49618 3.36703 -0.33743  -0.19
62 H -1.20934 2.72897 1.51457  0.03

Below is C24H16Br4IrN5O4 as an isolated structure, with properties calculated with ωB97M-V/def2-TZVPD.

Output
multiplicity = 2
total charge = +1
energy = -323791.3867 eV
LUMO energy (spin up / spin down) = -4.7 / -4.7 eV
expectation value of S² = 0.77

Each line ends with the Mulliken spin population.
Positions of all 54 atoms, in Å:
1 Ir 0.70394 -0.03519 0.38877  0.00
2 O 0.78163 3.83907 1.60594  0.00
3 C 0.58077 2.66085 1.38820  0.00
4 N 1.32595 1.80969 0.66259  0.00
5 C 2.73558 1.99933 0.41626  0.00
6 C 3.39863 0.76801 1.00575  0.00
7 C 4.73848 0.69003 1.32201  0.00
8 C 5.22688 -0.45700 1.93337  0.00
9 C 4.35791 -1.49276 2.22491  0.00
10 C 3.03119 -1.36490 1.86455  0.00
11 N 2.56614 -0.26755 1.26223  0.00
12 C -0.51045 1.88759 2.10308  0.00
13 C -1.49032 2.49499 2.85758  0.00
14 C -2.38792 1.69602 3.55006  0.00
15 C -2.25476 0.31613 3.48587  0.00
16 C -1.24946 -0.22791 2.70899  0.00
17 N -0.39859 0.54562 2.02846  0.00
18 H 3.08354 2.89124 0.94171  0.00
19 H 2.97507 2.11434 -0.64440  0.00
20 H 5.38427 1.53149 1.11261  0.00
21 H 6.27540 -0.53289 2.18761  0.00
22 H 4.69290 -2.40256 2.70102  0.00
23 H 2.31339 -2.14964 2.05363  0.00
24 H -1.51630 3.57558 2.88735  0.00
25 H -3.17760 2.14225 4.13914  0.00
26 H -2.92017 -0.34030 4.02765  0.00
27 H -1.09736 -1.29658 2.62591  0.00
28 Br 0.07861 -5.77184 -3.66886  0.02
29 C 0.49093 -4.09725 -2.95801  0.04
30 C 1.22360 -3.13646 -3.77862  -0.08
31 Br 1.66547 -3.50503 -5.55858  0.04
32 C 1.63240 -1.99014 -3.25105  0.83
33 Br 2.93871 -3.26713 -0.68145  0.02
34 C 1.41148 -1.56262 -1.92185  0.14
35 O 1.61511 -0.41983 -1.45304  0.00
36 C 0.59543 -2.51545 -1.07771  0.03
37 O 0.13020 -2.06806 -0.00839  0.01
38 C 0.18291 -3.78826 -1.67652  -0.03
39 Br -0.76149 -4.91844 -0.53820  -0.01
40 N -5.48801 1.09840 -2.97826  0.00
41 C -4.65707 1.94869 -2.33323  0.00
42 O -4.88404 3.12119 -2.14163  0.00
43 C -3.37818 1.34656 -1.80237  0.00
44 C -3.35711 0.17132 -1.06468  0.00
45 C -2.16892 -0.23873 -0.49236  0.00
46 N -1.03136 0.45149 -0.64177  0.00
47 C -1.03936 1.56554 -1.39348  0.00
48 C -2.19276 2.04810 -1.97283  0.00
49 H -6.33678 1.47295 -3.37037  0.00
50 H -5.20767 0.16899 -3.23439  0.00
51 H -4.25386 -0.41249 -0.90736  0.00
52 H -2.10845 -1.14148 0.09988  0.00
53 H -0.09136 2.07310 -1.50224  0.00
54 H -2.17716 2.97192 -2.53350  0.00

Q: Which value of total charge does entry 1 give?
A: +2

Q: What is the formula in the first record?
A: C24H12MoN4O9

What did the first record say?
Below is C24H12MoN4O9 as an isolated structure, with properties calculated with ωB97M-V/def2-TZVPD.

Output
total charge = +2
energy = -51301.9648 eV
LUMO energy (spin up / spin down) = -10.4 / -10.4 eV

Each line ends with the Löwdin charge.
Positions of all 50 atoms, in Å:
1 Mo -0.12307 -0.34870 -0.10291  1.98
2 O 3.46661 0.78313 1.06474  0.29
3 C 2.36777 0.41002 1.12826  -0.38
4 O 1.70008 -0.23284 0.02375  -0.20
5 C 1.38704 0.41501 2.26145  -0.18
6 C 1.77383 0.83930 3.52127  0.06
7 C 0.81119 0.88683 4.50326  0.09
8 C -0.50972 0.50297 4.21925  -0.11
9 C -1.52525 0.54708 5.20876  0.02
10 C -2.79870 0.16160 4.91167  -0.01
11 C -3.11143 -0.29078 3.61293  -0.01
12 C -2.16339 -0.34761 2.62667  -0.03
13 C -0.84096 0.05186 2.90727  -0.17
14 N 0.14782 0.02317 1.95644  0.03
15 H 2.79917 1.13867 3.68635  0.15
16 H 1.06168 1.22764 5.50021  0.15
17 H -1.26263 0.89159 6.20079  0.14
18 H -3.57434 0.19520 5.66425  0.13
19 H -4.12443 -0.60274 3.39287  0.13
20 H -2.43784 -0.70651 1.64568  0.10
21 O -3.74947 0.61143 -1.65010  0.25
22 C -2.79208 0.91082 -1.04148  -0.39
23 O -1.88232 -0.12382 -0.64375  -0.22
24 C -2.39143 2.22387 -0.50751  -0.04
25 C -3.33997 3.24366 -0.50756  0.12
26 C -2.98942 4.47770 -0.00189  -0.07
27 C -1.73162 4.74515 0.51073  0.13
28 C -0.79953 3.72637 0.51859  -0.02
29 C -1.09778 2.46713 -0.01774  -0.19
30 O -0.14000 1.54707 -0.18209  -0.19
31 N 0.51657 3.98924 1.11893  -0.30
32 O 1.05532 3.03908 1.67698  0.09
33 O 0.93318 5.11509 1.07200  0.18
34 N -4.00698 5.56786 0.00421  -0.33
35 O -3.63805 6.63947 0.42924  0.13
36 O -5.11172 5.26798 -0.39028  0.13
37 H -4.33713 3.07520 -0.89269  0.15
38 H -1.48844 5.72731 0.89374  0.15
39 N 0.08545 -7.35237 -0.82510  0.24
40 C -0.01340 -6.24162 -0.54817  -0.14
41 C -0.13712 -4.85853 -0.20353  -0.16
42 C -0.48003 -4.51417 1.11885  0.05
43 C -0.61000 -3.19282 1.49120  -0.01
44 C -0.38795 -2.23656 0.51080  -0.24
45 C -0.04096 -2.55899 -0.79418  -0.13
46 C 0.08937 -3.89198 -1.17656  0.05
47 H -0.63067 -5.30551 1.84130  0.15
48 H -0.86688 -2.91819 2.50519  0.13
49 H 0.13412 -1.80676 -1.61610  0.14
50 H 0.35600 -4.16182 -2.18837  0.15

Q: Which of these has the lowest energy?
A: C24H16Br4IrN5O4